Entry 1:
This record from the OMol25 dataset describes a molecular structure, C29H44AsCoGeN4S. The level of theory is ωB97M-V/def2-TZVPD.

Multiplicity   4
Total energy   -202535.96900 eV
Net charge   +3
Relative energy (zero: lowest compared OMol25 entry of this formula, charge and spin)   96.6 kcal/mol
Expectation value of S²   3.817
HOMO (alpha / beta)   -16.34 / -16.41 eV
E_LUMO (alpha / beta)   -9.594 / -10.078 eV
M   687.2 g/mol

```
81
C29H44AsCoGeN4S | the OMol25 dataset | ωB97M-V/def2-TZVPD
Co -0.3823 0.6844 -0.3525
C 3.7089 1.8450 0.9079
C 2.1727 1.7009 0.8183
N 1.7957 0.6566 -0.1677
C 2.3982 1.0112 -1.4844
C 3.9401 1.0056 -1.4040
N 4.3259 0.7856 0.0335
C 3.8709 -0.5757 0.4798
C 2.3383 -0.6530 0.2697
H 4.0743 1.6930 1.9195
H 4.0581 2.8123 0.5566
H 1.7233 2.6417 0.5069
H 1.7598 1.4282 1.7886
H 2.0365 1.9949 -1.7698
H 2.0533 0.3002 -2.2319
H 4.3668 1.9518 -1.7257
H 4.3896 0.2085 -1.9909
H 5.3410 0.8404 0.1148
H 4.1525 -0.6931 1.5232
H 4.4049 -1.3155 -0.1101
H 1.8461 -0.9445 1.1949
H 2.0875 -1.3926 -0.4889
C 1.7900 6.9549 -0.8258
C 0.6091 6.1197 -0.4464
C -0.4244 6.6060 0.3443
C -1.4601 5.7497 0.6610
N -1.5114 4.4885 0.2067
C -0.4937 4.1513 -0.5570
S -0.5516 2.5512 -1.3538
N 0.5713 4.8507 -0.8968
H 1.6103 8.0105 -0.6386
H 2.0271 6.8081 -1.8782
H 2.6631 6.6504 -0.2439
H -0.4170 7.6258 0.7033
H -2.2826 6.0698 1.2900
Ge -0.9406 -3.4762 0.0450
C -0.2630 -3.9996 1.7303
C 1.0575 -4.4376 1.9056
C 1.4440 -4.9098 3.1484
C 0.5335 -4.9360 4.2045
C -0.7737 -4.4968 4.0281
C -1.1759 -4.0127 2.7934
C -0.2731 -4.1056 -1.6073
C 1.0435 -4.5637 -1.7603
C 1.4237 -5.1081 -2.9744
C 0.5109 -5.1875 -4.0257
C -0.7925 -4.7292 -3.8722
C -1.1880 -4.1734 -2.6665
H -0.4448 -0.8109 -0.0160
H 1.7729 -4.4375 1.0969
H 2.4515 -5.2790 3.2906
H 0.8489 -5.3036 5.1724
H -1.4795 -4.5380 4.8480
H -2.1961 -3.6739 2.6592
H 1.7590 -4.5274 -0.9523
H 2.4292 -5.4903 -3.0982
H 0.8211 -5.6143 -4.9714
H -1.5005 -4.8107 -4.6869
H -2.2051 -3.8204 -2.5502
C -3.9670 2.8152 1.0799
C -3.8699 2.0337 -0.2268
As -2.7056 0.4869 -0.1048
C -3.3783 -0.7348 -1.4480
C -3.0523 -0.2605 -2.8654
C -3.0416 -0.3562 1.6116
C -2.1352 0.1702 2.7239
H -4.6541 3.6503 0.9457
H -2.9999 3.2276 1.3687
H -4.3584 2.2010 1.8908
H -3.4935 2.6509 -1.0389
H -4.8364 1.6230 -0.5250
H -4.4526 -0.8164 -1.2832
H -2.9356 -1.7106 -1.2470
H -3.5109 0.7048 -3.0792
H -3.4233 -0.9684 -3.6047
H -1.9753 -0.1565 -3.0134
H -2.8725 -1.4204 1.4423
H -4.0953 -0.2177 1.8491
H -1.0831 0.1094 2.4307
H -2.2547 -0.4197 3.6323
H -2.3596 1.2080 2.9680
```


Entry 2:
This record from the OMol25 dataset describes a molecular structure, C5H8N2. The level of theory is ωB97M-V/def2-TZVPD.

Total energy   -8291.65712 eV
Relative energy (zero: lowest compared OMol25 entry of this formula, charge and spin)   77.0 kcal/mol
HOMO   -7.93 eV
E_LUMO   0.991 eV
M   96.1 g/mol

```
15
C5H8N2 | the OMol25 dataset | ωB97M-V/def2-TZVPD
C 2.3949 0.1625 0.0278
N 0.9604 -0.0959 0.0182
C 0.3623 -1.3151 0.3375
C -1.0366 -1.1586 0.3032
C -1.2039 0.1887 -0.0396
N -2.6252 0.4323 -0.1378
C -0.0114 0.8470 -0.2173
H 2.9227 -0.7337 -0.3120
H 2.6387 0.9813 -0.6596
H 2.7589 0.4243 1.0292
H 1.0315 -2.1506 0.5414
H -2.3864 -1.0918 0.2354
H -3.0262 0.4665 -1.0599
H -3.0115 1.1736 0.4149
H 0.2318 1.8695 -0.4815
```


Entry 3:
This record from the OMol25 dataset describes a molecular structure, C47H57GeIN7O3Ti. The level of theory is ωB97M-V/def2-TZVPD.

Multiplicity   2
Total energy   -153962.63702 eV
Net charge   +2
Relative energy (zero: lowest compared OMol25 entry of this formula, charge and spin)   27.4 kcal/mol
Expectation value of S²   0.754
HOMO (alpha / beta)   -12.46 / -12.46 eV
E_LUMO (alpha / beta)   -5.955 / -6.143 eV
M   1015.4 g/mol

```
117
C47H57GeIN7O3Ti | the OMol25 dataset | ωB97M-V/def2-TZVPD
Ti -1.6021 -1.0795 0.0426
C 0.0704 1.5195 3.2249
C -0.4512 0.3921 2.4059
N -1.4461 0.4363 1.6092
C -2.2552 1.6239 1.3566
C -2.2187 1.9015 -0.1430
N -2.5144 0.6787 -0.9395
C -3.9436 0.4350 -1.2728
C -4.5493 -0.6226 -0.3624
N -3.6286 -1.7693 -0.2279
C -3.5945 -2.7353 -1.3442
C -2.5369 -3.8042 -1.0171
N -1.5411 -3.2003 -0.1291
C -0.6328 -3.8728 0.4710
C -0.4009 -5.3322 0.2713
C 0.1640 -3.0622 1.4403
C 1.1925 -3.5158 2.2514
C 1.7734 -2.6168 3.1369
C 1.2971 -1.3143 3.2286
C 0.2533 -0.9331 2.4019
N -0.2567 -1.7944 1.5176
H -0.7312 2.1394 3.6212
H 0.6901 2.1432 2.5731
H 0.6775 1.1764 4.0579
H -1.8986 2.5091 1.8823
H -3.2725 1.4025 1.6920
H -1.2131 2.2220 -0.4042
H -2.9121 2.7062 -0.3947
H -2.0074 0.7726 -1.8155
H -3.9878 0.1011 -2.3097
H -4.5217 1.3587 -1.2075
H -5.5237 -0.9324 -0.7477
H -4.6975 -0.2324 0.6455
H -3.8266 -2.2429 0.6542
H -3.3096 -2.2135 -2.2595
H -4.5612 -3.2145 -1.5102
H -2.0720 -4.1532 -1.9417
H -2.9868 -4.6662 -0.5186
H -0.4339 -5.5756 -0.7910
H -1.1921 -5.9086 0.7586
H 0.5532 -5.6592 0.6723
H 1.5430 -4.5362 2.2036
H 2.5893 -2.9379 3.7703
H 1.7353 -0.6251 3.9351
O -3.2424 -1.8664 2.4178
C -3.2623 -1.9696 3.6557
C -3.2083 -0.7464 4.5355
C -1.9873 -0.6862 5.4669
C -2.1184 -1.5232 6.7357
C -2.2407 -3.0250 6.5002
C -3.4610 -3.4288 5.6826
N -3.3292 -3.1666 4.2461
H -4.1226 -0.7032 5.1360
H -3.2202 0.1085 3.8619
H -1.8424 0.3571 5.7535
H -1.0908 -0.9925 4.9157
H -2.9921 -1.1765 7.2964
H -1.2521 -1.3364 7.3727
H -2.3099 -3.5244 7.4680
H -1.3412 -3.4092 6.0088
H -4.3562 -2.9320 6.0659
H -3.6284 -4.4997 5.7754
H -3.4159 -3.9491 3.6161
O 0.4894 0.4822 -0.1250
C 0.7593 -0.3561 -0.9970
O -0.1615 -1.1803 -1.3874
C 2.1357 -0.4891 -1.5741
C 3.1602 0.4321 -0.9306
Ge 3.1454 2.3213 -1.4890
C 4.6896 3.1845 -0.6890
C 4.7543 4.5798 -0.6955
C 5.8604 5.2411 -0.1823
C 6.9164 4.5144 0.3507
C 6.8644 3.1292 0.3706
C 5.7568 2.4698 -0.1473
C 3.3148 2.3405 -3.4327
C 4.4863 2.8263 -4.0142
C 4.6511 2.8229 -5.3931
C 3.6456 2.3349 -6.2139
C 2.4731 1.8480 -5.6538
C 2.3125 1.8511 -4.2753
C 1.5872 3.3747 -0.9374
C 1.4975 3.8328 0.3771
C 0.4626 4.6710 0.7746
C -0.4957 5.0785 -0.1448
C -0.4122 4.6440 -1.4604
C 0.6189 3.7959 -1.8495
H 2.0700 -0.3115 -2.6529
H 2.4150 -1.5434 -1.4776
H 4.1560 0.0850 -1.2184
H 3.1053 0.3772 0.1594
H 3.9339 5.1582 -1.1076
H 5.9013 6.3224 -0.1995
H 7.7807 5.0289 0.7498
H 7.6885 2.5622 0.7841
H 5.7342 1.3860 -0.1317
H 5.2782 3.2140 -3.3841
H 5.5652 3.2056 -5.8281
H 3.7734 2.3382 -7.2885
H 1.6825 1.4728 -6.2920
H 1.3820 1.4725 -3.8603
H 2.2759 3.5713 1.0884
H 0.4282 5.0468 1.7908
H -1.2807 5.7617 0.1547
H -1.1339 4.9884 -2.1912
H 0.6965 3.5054 -2.8910
I -4.0999 -1.0575 -5.1144
C -2.1160 -1.7584 -5.1866
C -1.4475 -1.7376 -6.4016
C -0.1468 -2.2116 -6.4179
C 0.4171 -2.6761 -5.2383
C -0.3462 -2.6441 -4.0862
N -1.6055 -2.1909 -4.0494
H -1.9275 -1.3689 -7.2959
H 0.4155 -2.2187 -7.3423
H 1.4297 -3.0535 -5.2122
H 0.0649 -2.9719 -3.1394
```


Entry 4:
This record from the OMol25 dataset describes a single C4H5NS molecule. The level of theory is ωB97M-V/def2-TZVPD.

Multiplicity   3
Total energy   -16548.89836 eV
Relative energy (zero: lowest compared OMol25 entry of this formula, charge and spin)   41.7 kcal/mol
Expectation value of S²   2.017
HOMO (alpha / beta)   -6.76 / -9.23 eV
E_LUMO (alpha / beta)   0.927 / -2.459 eV
M   99.2 g/mol

```
11
C4H5NS | the OMol25 dataset | ωB97M-V/def2-TZVPD
C 1.1963 -1.0125 0.0663
C -1.2258 -0.7911 0.0004
C 0.0610 -0.1923 0.1416
C 0.2022 1.3272 -0.1274
N 1.2082 -0.7177 1.2522
S -2.5345 -0.0652 -0.6272
H 1.6652 -1.7008 -0.5891
H -1.4063 -1.8627 0.2167
H 1.1129 1.5822 -0.6271
H 0.4667 1.7525 0.7350
H -0.7460 1.6805 -0.4414
```


Entry 5:
This record from the OMol25 dataset describes 2 unconnected molecules or ions with the total composition C5H13N3. The level of theory is ωB97M-V/def2-TZVPD.

Structure (SMILES)   N/C=C/N.C=CCN
Total energy   -9863.97790 eV
Relative energy (zero: lowest compared OMol25 entry of this formula, charge and spin)   55.1 kcal/mol
HOMO   -7.99 eV
E_LUMO   0.962 eV
M   115.2 g/mol

```
21
C5H13N3 | the OMol25 dataset | ωB97M-V/def2-TZVPD
N 0.3375 1.1419 -1.5021
C 1.4521 2.0514 -1.1490
C 2.4805 2.0640 1.1601
C 1.4914 2.3912 0.3073
H 0.3114 1.0504 -2.5577
H -0.4851 1.6688 -1.3330
H 1.4920 3.0000 -1.6721
H 2.3728 1.5175 -1.4246
H 2.5249 2.4967 2.1868
H 3.3034 1.3922 0.8226
H 0.5419 2.8462 0.6687
C -1.0810 -1.6814 0.9021
C -1.7649 -2.2950 -0.0940
N -3.1228 -1.8338 -0.3316
N 0.3230 -1.8142 1.1956
H -1.5354 -0.8993 1.4979
H -1.3408 -3.1748 -0.6745
H -3.7488 -2.6574 -0.1621
H -3.2030 -1.5655 -1.3016
H 0.7760 -0.8984 1.2155
H 0.7584 -2.4141 0.4423
```


Entry 6:
This record from the OMol25 dataset describes a molecular structure, C53H55N7NiPSe. The level of theory is ωB97M-V/def2-TZVPD.

Multiplicity   3
Total energy   -181958.23601 eV
Net charge   +1
Relative energy (zero: lowest compared OMol25 entry of this formula, charge and spin)   0.0 kcal/mol
Expectation value of S²   2.007
HOMO (alpha / beta)   -9.04 / -8.98 eV
E_LUMO (alpha / beta)   -1.756 / -2.500 eV
M   958.7 g/mol

```
118
C53H55N7NiPSe | the OMol25 dataset | ωB97M-V/def2-TZVPD
Ni -0.0307 0.3808 0.8418
C 1.7227 6.8775 1.0225
C 1.2052 5.5366 1.4647
C 1.5284 4.8848 2.6828
C 1.0030 3.6958 3.0462
C 0.2171 2.8812 2.1826
N -0.1502 1.5910 2.4358
C -0.1244 1.1278 3.7504
C -0.8901 1.7370 4.7668
C -1.1144 1.1963 6.0025
C -0.6110 -0.0359 6.3486
C -1.0434 -0.6602 7.6788
C 0.2435 -0.6513 5.4279
C 0.4631 -0.0573 4.1669
N 1.3710 -0.7335 3.2713
C 2.4390 -1.4497 3.6777
C 3.0713 -1.9035 2.5455
C 2.3215 -1.4214 1.4751
N 1.2948 -0.7266 1.8727
C -0.0972 3.5416 0.9831
C 0.4208 4.8065 0.6147
N -1.1066 2.9964 0.1113
C -2.0330 3.7336 -0.5171
C -2.9450 2.8697 -1.0915
C -2.4758 1.6271 -0.7165
N -1.3436 1.7023 -0.0245
H 1.3267 7.7139 1.5663
H 1.6606 7.0514 -0.0625
H 2.7727 6.8830 1.2142
H 2.2192 5.3475 3.3536
H 1.3646 3.3010 3.9787
H -1.3525 2.6706 4.5828
H -1.7551 1.7574 6.6423
H -0.6470 -1.6911 7.7902
H -2.0988 -0.7926 7.7639
H -0.7056 -0.1474 8.5845
H 0.7092 -1.5690 5.6793
H 2.6651 -1.4965 4.7546
H 3.9168 -2.5945 2.4596
H 2.4542 -1.5739 0.4231
H 0.1160 5.1758 -0.3430
H -1.9916 4.8163 -0.4785
H -3.8115 3.1248 -1.6839
H -2.7584 0.6180 -0.9282
C 0.2288 -5.3727 3.1514
C -0.3641 -4.4268 4.0108
C -0.9221 -3.2990 3.5280
C -0.9422 -3.0193 2.1389
C -0.3266 -3.9364 1.2939
C 0.2172 -5.1063 1.8112
P -1.7305 -1.5505 1.3594
C -2.4326 -2.1701 -0.1990
C -3.6969 -2.7745 -0.3461
C -4.1454 -3.3275 -1.5371
C -3.3167 -3.2739 -2.6655
C -2.0914 -2.6625 -2.5814
C -1.6394 -2.1487 -1.3637
C -3.0955 -1.1067 2.4688
C -3.2189 0.2369 2.7493
C -4.2980 0.7895 3.4822
C -5.2107 -0.0584 4.0271
C -5.1509 -1.4466 3.6719
C -4.1379 -1.9801 2.9525
H 0.4628 -6.3728 3.5241
H -0.3151 -4.6145 5.0755
H -1.3482 -2.6147 4.1959
H -0.2123 -3.8172 0.2227
H 0.5229 -5.8755 1.1392
H -4.3302 -2.8191 0.5299
H -5.1890 -3.7171 -1.5618
H -3.6901 -3.5892 -3.6551
H -1.3714 -2.6492 -3.4372
H -0.6990 -1.6293 -1.3211
H -2.5062 0.9073 2.3948
H -4.4750 1.8449 3.6496
H -6.0501 0.3094 4.5971
H -5.9606 -2.0951 3.9964
H -4.1925 -3.0145 2.7123
C -1.5087 1.5034 -6.2068
C -0.2088 1.8139 -5.5124
C -0.2856 1.9343 -3.9804
C -0.3791 0.6530 -3.1860
N 0.8289 -0.1524 -3.2212
C 1.8855 -0.0099 -2.3572
Se 1.9835 1.2961 -0.9319
N 2.8280 -0.9141 -2.7216
C 4.1348 -0.9430 -2.1085
C 5.2900 -0.2537 -2.8785
C 5.1513 1.1715 -3.3865
C 4.4502 1.4076 -4.7159
C 2.4032 -1.5850 -3.8468
C 2.9729 -2.5205 -4.7045
C 2.3185 -2.8522 -5.8625
C 1.0606 -2.3438 -6.1949
C 0.5151 -1.3539 -5.4075
C 1.1185 -1.0780 -4.1961
H -1.3785 1.2510 -7.2752
H -2.2419 2.3809 -6.2152
H -2.0193 0.6241 -5.7889
H 0.1260 2.7819 -5.9092
H 0.5744 1.1517 -5.8019
H -1.2253 2.4951 -3.7616
H 0.6361 2.4760 -3.6102
H -1.2080 0.0368 -3.5663
H -0.5617 1.0480 -2.1949
H 4.3918 -1.9845 -1.8356
H 4.0273 -0.5092 -1.1124
H 5.6416 -0.9151 -3.6771
H 6.1392 -0.2507 -2.1486
H 6.1271 1.5556 -3.5378
H 4.7476 1.8519 -2.6103
H 5.0858 1.0093 -5.5427
H 4.3597 2.5250 -4.8730
H 3.4526 0.9879 -4.8403
H 3.9529 -2.9194 -4.3698
H 2.8237 -3.5980 -6.4964
H 0.6000 -2.6914 -7.0516
H -0.4029 -0.8413 -5.6934
```